[1]
Here is a molecular structure, C5H10NOS in a non-equilibrium geometry from the Open Molecules 2025 dataset. Energies are from ωB97M-V/def2-TZVPD.

Output
Total energy in a.u.: -724.26000

The geometry in ORCA input format:
```
! wB97M-V def2-TZVPD RIJCOSX def2/J DEFGRID3
* xyz 1 1
C -1.44647 0.42642 0.09610
C -0.41067 1.43416 0.09464
C 1.07554 0.85618 -0.18150
C 1.19978 -0.56199 0.25206
C 0.16149 -1.52082 -0.37077
N -1.04420 -1.38547 0.40444
O -2.07858 -2.12292 -0.03454
S -3.00719 0.53063 -0.25509
H -0.74074 2.15790 -0.57271
H -0.36764 1.68906 1.22219
H 1.36059 0.99575 -1.30674
H 1.69632 1.36105 0.39587
H 2.23887 -1.00242 0.10879
H 1.02494 -0.73796 1.38000
H 0.04687 -1.24304 -1.34506
H 0.51045 -2.48138 -0.34955
H -2.56952 -2.27411 0.80800
H -3.11497 1.80145 -0.38687
*
```


[2]
Here is a gas-phase ion, C5H10NOS (charge +1) in a non-equilibrium geometry from the Open Molecules 2025 dataset. Energies are from ωB97M-V/def2-TZVPD.

Output
Total energy in a.u.: -724.37143

The geometry in ORCA input format:
```
! wB97M-V def2-TZVPD RIJCOSX def2/J DEFGRID3
* xyz 1 1
C -0.03188 -1.32188 -0.84189
C -0.37308 -2.58679 -1.14680
C -0.94681 -0.19393 -0.40807
C -0.05468 0.71640 1.64744
C 0.26933 1.80788 -0.36066
N -0.22212 0.72445 0.36660
O 1.17900 -0.74203 -1.09819
S 0.65770 2.05335 2.60321
H 0.33169 -3.35308 -1.26744
H -1.26644 -3.02193 -0.80924
H -1.32591 0.31731 -1.26516
H -1.84570 -0.66882 0.10310
H -0.57246 -0.11361 2.14852
H 1.25301 2.12300 0.09220
H 0.70044 1.41434 -1.33177
H -0.39733 2.71638 -0.55699
H 1.83592 -1.11742 -1.68023
H 0.80933 1.24638 3.80540
*
```


[3]
Here is C5H10NP in the gas phase in a non-equilibrium geometry from the Open Molecules 2025 dataset. Energies are from ωB97M-V/def2-TZVPD.

Output
Total energy in a.u.: -592.47786

The geometry in ORCA input format:
```
! wB97M-V def2-TZVPD RIJCOSX def2/J DEFGRID3
* xyz 0 1
C -1.37442 -0.20207 0.61787
C -0.26758 -0.90884 1.08125
C -1.59278 0.73113 -0.50886
C 1.00336 -0.93310 0.57932
C 2.13326 -1.64115 1.21744
N -0.57470 1.02964 -1.42185
P -0.67145 2.15808 -2.59045
H -2.28985 -0.35527 1.17747
H -0.45217 -1.49205 1.98059
H -2.41099 0.23111 -1.06356
H -2.08261 1.62729 -0.08155
H 1.21010 -0.38448 -0.33137
H 2.59547 -2.33931 0.51728
H 1.81381 -2.18512 2.10333
H 2.90918 -0.92554 1.49608
H 0.69914 2.19123 -2.86979
H -0.64778 3.39847 -1.90321
*
```


[4]
Here is a gas-phase ion, C5H10NS (charge +1) in a non-equilibrium geometry from the Open Molecules 2025 dataset. Energies are from ωB97M-V/def2-TZVPD.

Output
Total energy in a.u.: -649.00396

The geometry in ORCA input format:
```
! wB97M-V def2-TZVPD RIJCOSX def2/J DEFGRID3
* xyz 1 1
C -1.52992 0.53863 0.68657
C -1.05194 -0.83355 0.03390
C -1.02144 1.70443 -0.04495
C 0.37117 -1.06223 0.58356
C 2.02915 -0.09242 -1.09943
N 1.25087 0.00951 0.15146
S 2.85305 0.28225 0.35927
H -2.59046 0.58445 0.36898
H -1.50586 0.53156 1.69927
H -1.52047 -1.64952 0.48389
H -0.97282 -0.89263 -1.10344
H -0.53756 1.56153 -0.96911
H -0.76090 2.58079 0.33236
H 0.45888 -0.93801 1.71564
H 0.81327 -2.06090 0.25872
H 2.11034 -1.00618 -1.66214
H 1.60465 0.74230 -1.79457
*
```


[5]
Here is C5H10O in the gas phase in a non-equilibrium geometry from the Open Molecules 2025 dataset. Energies are from ωB97M-V/def2-TZVPD.

Output
SMILES: C[C@@H]1C[C@H](C)O1
Total energy in a.u.: -271.64526

The geometry in ORCA input format:
```
! wB97M-V def2-TZVPD RIJCOSX def2/J DEFGRID3
* xyz 0 1
C -2.36821 -0.17153 0.39107
C -1.05796 -0.24609 -0.44067
C 0.11011 -0.48717 0.45472
C 1.08339 -0.07087 -0.61183
C 2.21818 0.78476 -0.10911
O 0.08719 0.69598 -1.30672
H -2.65455 -1.23109 0.56984
H -2.20336 0.23597 1.40033
H -3.25029 0.30053 -0.04268
H -1.08542 -0.65423 -1.42825
H 0.18987 -1.42152 1.01039
H 0.06194 0.35132 1.16477
H 1.46868 -0.95601 -1.15727
H 2.89586 1.08681 -0.90982
H 1.78533 1.68074 0.34703
H 2.78008 0.23452 0.65534
*
```


[6]
Here is a molecular structure, C5H10O from the Open Molecules 2025 dataset. Energies are from ωB97M-V/def2-TZVPD.

Output
Total energy in a.u.: -271.60126

The geometry in ORCA input format:
```
! wB97M-V def2-TZVPD RIJCOSX def2/J DEFGRID3
* xyz 0 1
C 0.37890 -0.13330 -1.60175
C 0.00961 0.06586 -0.14314
C -1.18618 0.99119 0.03245
C -0.03117 -1.19187 0.73047
C 0.68272 -0.47085 1.89555
O 1.18687 0.63117 0.54973
H 0.47732 0.82714 -2.12186
H 1.32291 -0.67994 -1.68339
H -0.39843 -0.71663 -2.10782
H -1.49053 1.02473 1.08500
H -2.03347 0.63874 -0.57089
H -0.94174 2.00642 -0.31600
H -1.04024 -1.52017 0.99925
H 0.48648 -2.02370 0.22340
H 1.66473 -0.95433 2.07729
H 0.99056 1.48145 0.96527
*
```